Molecular formula: H12N7P2
Method: DFT, ωB97M-V/def2-TZVPD

```
21
Properties=species:S:1:pos:R:3:forces:R:3:lowdin_charge:R:1
H -1.018702 0.690814 -2.132876 -0.262 -0.609 1.045 0.071
H -2.604678 0.852047 1.888749 -1.064 0.497 0.273 0.044
N -2.932276 -1.032681 -0.217383 -2.222 -2.607 -0.840 -0.098
N 1.905706 0.962502 1.244828 -0.415 -0.755 -0.540 -0.096
H -3.262879 -1.760271 0.464450 0.729 1.201 -0.577 0.089
N -1.792311 0.532899 1.443236 3.783 -0.245 -1.053 -0.066
H 2.185149 0.943477 2.260855 -0.785 0.017 -1.822 0.115
H -0.847948 0.902388 1.725351 -1.892 -0.260 0.480 0.050
H 1.692327 -0.150398 -2.189573 0.223 0.839 1.284 0.081
N 2.873577 -1.304190 0.150839 -0.263 2.680 1.559 -0.037
N 1.720854 0.547590 -1.396848 -0.552 -1.289 0.728 -0.114
P 1.623369 -0.281939 0.162410 -3.507 0.605 -1.982 0.745
H 1.473613 1.783933 0.795055 0.684 -0.017 1.175 0.065
N -0.309296 -1.340930 0.166589 5.095 1.267 -0.075 -0.284
P -1.488418 -0.318802 0.052373 -1.350 1.376 -0.359 0.249
N -1.289741 0.852329 -1.150557 1.117 -0.960 -0.721 -0.096
H -1.849949 1.656145 -1.139751 -1.086 1.134 0.453 0.033
H 0.956876 1.218702 -1.588510 0.493 -0.612 0.517 0.020
H 2.693153 -2.146567 -0.250842 -0.204 -3.182 -1.069 0.031
H -3.305144 -1.385687 -1.155942 1.333 1.152 1.613 0.109
H 3.576721 -1.221367 0.867538 0.146 -0.233 -0.087 0.089
```
Forces are in eV/Å.

Results
energy above the lowest of the compared OMol25 structures with the same formula, charge and spin = 94.6 kJ/mol
lowest unoccupied orbital energy = -3.442 eV
net charge = +1
calculated total energy = -1073.01362 Eh
2S+1 = 1
frontier orbital gap = 9.42 eV